No. 1
{"formula": "C4H6CeO3", "method": "ωB97M-V/def2-TZVPD", "elements": ["C", "C", "O", "H", "H", "H", "O", "C", "O", "Ce", "C", "H", "H", "H"], "coordinates": [[0.32062, -2.59888, 2.08081], [-0.27712, -1.92792, 1.16419], [0.68099, -3.63477, 2.66112], [-1.13619, -1.63864, 1.96708], [-0.52732, -2.38321, 0.20169], [1.64269, -3.81599, 2.63897], [0.24993, 0.19112, -0.58504], [0.21424, 0.66238, -1.70590], [-0.23866, 1.96764, -1.86718], [0.29222, 0.89939, -4.20718], [-0.29230, 2.90069, -0.77777], [-1.10254, 2.59637, -0.10587], [0.66149, 2.90460, -0.23800], [-0.48805, 3.87724, -1.22694]], "largest_force_ev_per_a": 4.58, "e_homo_ev": [-20.55, -20.64], "gap_ev": [6.43, 7.32], "total_charge": 3, "multiplicity": 2, "relative_energy_kcal_mol": 0.0}



No. 2
{"formula": "C4H6Cl2N2", "method": "ωB97M-V/def2-TZVPD", "elements": ["N", "N", "C", "C", "Cl", "C", "C", "Cl", "H", "H", "H", "H", "H", "H"], "coordinates": [[-0.94303, -0.74992, -2.17383], [-0.44096, -1.87565, -1.63409], [0.65514, -1.58242, -0.99054], [0.93197, -0.18168, -0.41131], [1.49368, 1.13995, -1.54542], [-0.21205, 0.25714, 0.46532], [-0.08046, 0.11728, 1.82771], [-1.42869, 0.65298, 2.97346], [-0.11922, -0.00021, -2.36610], [-1.43941, -1.02447, -3.05987], [1.08247, -2.45929, -0.38784], [1.76996, -0.57403, 0.29783], [-1.24891, 0.69225, -0.04049], [0.77041, -0.39709, 2.58814]], "largest_force_ev_per_a": 4.00, "e_homo_ev": -9.19, "gap_ev": 9.45, "multiplicity": 1, "smiles": "N/N=C\\[C@@H](Cl)/C=C/Cl", "relative_energy_kcal_mol": 73.3}



No. 3
{"formula": "C4H6Cl8OS", "method": "ωB97M-V/def2-TZVPD", "elements": ["C", "S", "O", "C", "H", "H", "H", "H", "H", "H", "C", "Cl", "Cl", "Cl", "Cl", "C", "Cl", "Cl", "Cl", "Cl"], "coordinates": [[0.87771, -0.68161, 1.13935], [0.94234, 0.61927, 2.41787], [0.53375, -0.08948, 3.70998], [2.80338, 0.65409, 2.44206], [1.05387, -1.68565, 1.52533], [1.54221, -0.40935, 0.31936], [-0.15652, -0.75488, 0.80305], [3.19506, 0.96291, 1.47287], [3.15664, -0.34044, 2.71453], [3.20901, 1.38471, 3.14188], [-0.22923, -0.00645, -3.84843], [0.26202, -0.52151, -2.21879], [-0.03978, 1.68392, -4.04146], [0.71866, -0.83076, -5.10932], [-1.89811, -0.47416, -4.06874], [-3.19184, 0.10211, -0.06828], [-2.90174, -0.22778, 1.63049], [-1.82838, 0.96391, -0.75641], [-3.39083, -1.43444, -0.93535], [-4.65820, 1.08557, -0.26998]], "largest_force_ev_per_a": 2.95, "e_homo_ev": [-13.52, -13.52], "gap_ev": [9.57, 4.86], "total_charge": 1, "multiplicity": 2}



No. 4
{"formula": "C4H6ClF", "method": "ωB97M-V/def2-TZVPD", "elements": ["C", "C", "C", "C", "F", "Cl", "H", "H", "H", "H", "H", "H"], "coordinates": [[0.51724, -1.35011, 0.33503], [0.02993, 0.03437, 0.12630], [-0.63040, 0.36124, -1.19360], [0.19068, 0.97742, 1.04872], [0.77206, 0.63866, 2.28615], [-0.33491, 2.68297, 1.12392], [1.16987, -1.57508, -0.55865], [-0.42720, -1.86714, 0.19780], [0.99240, -1.55760, 1.22393], [-1.55915, -0.22446, -1.42288], [-0.80986, 1.45262, -1.11222], [0.08936, 0.42711, -2.05451]], "largest_force_ev_per_a": 3.51, "e_homo_ev": -9.33, "gap_ev": 10.20, "multiplicity": 1, "smiles": "CC(C)=C(F)Cl", "relative_energy_kcal_mol": 13.9}



No. 5
{"formula": "C4H6ClF", "method": "ωB97M-V/def2-TZVPD", "elements": ["C", "C", "C", "C", "F", "Cl", "H", "H", "H", "H", "H", "H"], "coordinates": [[0.69499, 1.75387, 0.41807], [-0.00212, 0.99732, -0.42193], [-0.85784, -0.10933, 0.03400], [-0.24891, -1.55504, -0.10429], [0.37058, -1.34208, -1.40671], [1.11838, -1.90862, 0.98140], [0.58849, 2.03615, 1.58887], [1.81497, 1.97333, 0.14846], [0.53874, 0.58510, -1.45025], [-1.19366, 0.00417, 1.00524], [-1.72731, -0.02774, -0.49202], [-1.09630, -2.40714, -0.30084]], "largest_force_ev_per_a": 4.51, "e_homo_ev": -9.70, "gap_ev": 10.60, "multiplicity": 1, "smiles": "C=CC[C@@H](F)Cl", "relative_energy_kcal_mol": 60.3}



No. 6
{"formula": "C4H6ClF", "method": "ωB97M-V/def2-TZVPD", "elements": ["C", "C", "C", "F", "C", "Cl", "H", "H", "H", "H", "H", "H"], "coordinates": [[1.22618, -1.43185, -0.49541], [1.06600, -0.39860, 0.62712], [0.69073, 1.07146, 0.37399], [0.45918, 1.40996, -0.91679], [-0.26897, 0.15431, 0.97574], [-1.55553, -0.33360, -0.15620], [2.26757, -1.46607, -0.91062], [0.97296, -2.43767, -0.10309], [0.62133, -1.14479, -1.35062], [1.78363, -0.62231, 1.43548], [0.95345, 2.00957, 0.94698], [-0.57122, 0.27087, 1.99974]], "largest_force_ev_per_a": 1.77, "e_homo_ev": -10.31, "gap_ev": 11.15, "multiplicity": 1, "smiles": "C[C@H]1[C@@H](F)[C@H]1Cl", "relative_energy_kcal_mol": 20.9}



No. 7
{"formula": "C4H6ClF5NO5S2", "method": "ωB97M-V/def2-TZVPD", "elements": ["C", "C", "C", "F", "N", "Cl", "S", "O", "O", "F", "H", "H", "H", "H", "H", "H", "C", "F", "F", "F", "S", "O", "O", "O"], "coordinates": [[4.12651, 0.24241, 0.13506], [3.41865, 1.07412, -0.93047], [2.00814, 1.54852, -0.57831], [1.27892, 1.72596, -1.74191], [1.28847, 0.67962, 0.34781], [0.15696, 1.51960, 1.34032], [0.65360, -0.75319, -0.21602], [1.54855, -1.22442, -1.20932], [0.22405, -1.52608, 0.87759], [-0.61359, -0.25338, -0.95176], [3.67521, -0.74159, 0.23167], [5.17197, 0.10697, -0.14487], [4.09664, 0.72658, 1.11265], [4.00460, 1.97685, -1.11718], [3.34966, 0.52649, -1.87017], [2.02803, 2.51959, -0.08590], [-3.83528, -0.82464, 0.18500], [-4.05853, 0.04720, -0.81810], [-3.24964, -1.90689, -0.36138], [-2.92277, -0.25557, 0.99746], [-5.39280, -1.24999, 1.08699], [-6.20747, -1.82734, 0.03954], [-5.82517, 0.04282, 1.57402], [-4.92470, -2.17360, 2.09732]], "largest_force_ev_per_a": 0.22, "e_homo_ev": -5.51, "gap_ev": 7.73, "total_charge": -1, "multiplicity": 1}



No. 8
{"formula": "C4H6ClI", "method": "ωB97M-V/def2-TZVPD", "elements": ["C", "C", "C", "C", "Cl", "I", "H", "H", "H", "H", "H", "H"], "coordinates": [[0.23172, 0.17129, 2.12764], [-0.16852, 0.15424, 0.83328], [0.17113, -0.11143, -1.70373], [0.67243, -0.01942, -0.24466], [0.48546, -2.98205, 0.07218], [2.75620, 0.04478, 0.02519], [-0.35013, 0.46963, 3.01563], [1.31132, 0.29438, 2.42507], [-1.25113, 0.30995, 0.44591], [-0.83424, -0.12869, -1.98886], [0.51450, -1.03511, -2.04350], [0.63855, 0.77021, -2.18305]], "largest_force_ev_per_a": 3.45, "e_homo_ev": [-8.41, -8.41], "gap_ev": [5.74, 5.74], "multiplicity": 1, "relative_energy_kcal_mol": 52.4}